(1)
Formula: C29H27N5O3Pt
Source: OMol25
Level of theory: ωB97M-V/def2-TZVPD

Calculated values
energy relative to the best compared isomer or geometry (same formula, charge and spin) = 0.000 eV
LUMO level = 0.119 eV
strongest force on any atom = 0.24 eV/A
HOMO energy = -7.4 eV
M = 688.645 g/mol

XYZ file:
```
65
C29H27N5O3Pt ωB97M-V/def2-TZVPD
Pt 1.095 -1.317 0.147
O 2.895 -0.433 0.222
C 3.442 -0.048 1.331
C 4.629 0.729 1.227
C 5.294 1.196 2.328
C 4.831 0.915 3.628
C 3.705 0.150 3.767
C 2.983 -0.343 2.655
C 1.813 -1.122 2.955
N 0.975 -1.578 2.097
C -0.128 -2.454 2.484
C -1.270 -2.214 1.514
N -0.701 -2.120 0.169
C -1.405 -2.376 -0.878
C -0.999 -2.166 -2.234
C -1.918 -2.572 -3.232
C -1.670 -2.409 -4.564
C -0.455 -1.807 -4.950
C 0.459 -1.397 -4.022
C 0.236 -1.555 -2.625
O 1.167 -1.128 -1.837
H 4.980 0.945 0.226
H 6.172 1.813 2.191
H 5.363 1.280 4.495
H 3.339 -0.094 4.759
H 1.632 -1.346 4.007
H -0.428 -2.274 3.518
H 0.210 -3.489 2.390
H -1.764 -1.267 1.746
H -2.007 -3.019 1.570
H -2.405 -2.783 -0.726
H -2.848 -3.028 -2.910
H -2.388 -2.728 -5.306
H -0.240 -1.665 -6.002
H 1.392 -0.933 -4.311
C -2.928 3.619 2.347
C -1.426 3.684 2.404
C -0.740 4.855 2.107
C 0.646 4.915 2.137
C 1.379 3.778 2.441
N 2.790 3.767 2.458
C 3.692 4.388 1.631
O 4.855 4.532 1.958
N 3.220 4.886 0.426
C 2.235 4.293 -0.399
C 1.501 5.073 -1.279
C 0.536 4.461 -2.063
C 0.323 3.098 -1.915
N 1.028 2.343 -1.078
C 1.972 2.927 -0.358
C 0.707 2.601 2.754
C -0.675 2.562 2.743
H -3.361 4.610 2.214
H -3.342 3.191 3.262
H -3.260 2.997 1.513
H -1.299 5.748 1.853
H 1.155 5.843 1.911
H 3.237 3.206 3.169
H 3.922 5.442 -0.038
H 1.678 6.140 -1.334
H -0.057 5.034 -2.763
H -0.437 2.590 -2.499
H 2.546 2.285 0.300
H 1.284 1.712 2.977
H -1.181 1.632 2.981
```

Results of the Mulliken charge analysis, in e, for atoms 1 through 4: Pt 0.7140; O -0.9216; C 0.5822; C 0.1852

(2)
Formula: C4H3FS
Source: OMol25
Level of theory: ωB97M-V/def2-TZVPD

Calculated values
energy relative to the best compared isomer or geometry (same formula, charge and spin) = 2.134 eV
LUMO level = -1.204 eV
strongest force on any atom = 1.63 eV/A
HOMO energy = -9.3 eV
M = 102.133 g/mol
SMILES string = C#CC(=S)CF

XYZ file:
```
9
C4H3FS ωB97M-V/def2-TZVPD
C 1.050 0.751 0.345
C -0.404 0.615 -0.214
C -0.919 -0.703 -0.427
C -1.273 -1.840 -0.500
H 0.940 0.597 1.428
H 1.546 1.711 0.090
H -1.538 -2.837 -0.190
F 1.906 -0.243 -0.074
S -1.308 1.950 -0.456
```

Results of the Mulliken charge analysis, in e, for atoms 1 through 4: C -0.2034; C -0.0307; C -0.2838; C 0.1086

(3)
Formula: C4H6O2
Source: OMol25
Level of theory: ωB97M-V/def2-TZVPD

Calculated values
energy relative to the best compared isomer or geometry (same formula, charge and spin) = 4.473 eV
LUMO level = 0.837 eV
strongest force on any atom = 3.88 eV/A
HOMO energy = -9.7 eV
M = 86.090 g/mol
SMILES string = C[C@H]1O[C@H]1C=O

XYZ file:
```
12
C4H6O2 ωB97M-V/def2-TZVPD
C -1.448 0.680 0.180
C -0.512 -0.660 0.489
O -0.337 -0.588 -1.000
C 0.788 -0.745 -0.217
C 1.806 0.331 -0.098
O 2.986 0.082 -0.036
H -2.338 0.447 0.726
H -0.910 1.553 0.526
H -1.787 0.935 -0.872
H -0.841 -1.676 0.821
H 1.176 -1.726 -0.477
H 1.417 1.367 -0.042
```

Results of the Mulliken charge analysis, in e, for atoms 1 through 4: C -0.8263; C -0.1800; O -0.3722; C 0.2705

(4)
Formula: C9H13FSi
Source: OMol25
Level of theory: ωB97M-V/def2-TZVPD

Calculated values
energy relative to the best compared isomer or geometry (same formula, charge and spin) = 0.000 eV
LUMO level = 0.848 eV
strongest force on any atom = 4.57 eV/A
HOMO energy = -9.3 eV
M = 168.287 g/mol
SMILES string = Cc1ccc([Si](C)(C)F)cc1

XYZ file:
```
24
C9H13FSi ωB97M-V/def2-TZVPD
F -2.977 -0.121 -1.614
C 1.347 1.479 0.700
C 1.812 0.214 -1.298
C -0.038 1.022 0.652
C 0.462 -0.086 -1.384
C 2.280 0.961 -0.228
C -0.373 0.198 -0.360
C 3.709 1.276 0.017
C -2.941 0.007 1.201
C -2.046 -2.468 -0.212
Si -2.012 -0.595 -0.398
H 1.793 2.164 1.469
H 2.627 -0.046 -1.900
H -0.698 1.203 1.454
H 0.156 -0.718 -2.200
H 3.922 2.094 0.722
H 4.140 0.462 0.594
H 4.280 1.300 -0.904
H -2.862 1.056 1.290
H -3.868 -0.401 0.906
H -2.793 -0.454 2.180
H -2.981 -2.968 -0.423
H -1.371 -2.767 -1.009
H -1.568 -2.812 0.746
```

Results of the Mulliken charge analysis, in e, for atoms 1 through 4: F -0.3261; C -0.7369; C -0.9068; C -0.2595

(5)
Formula: C17H28MgN2Si
Source: OMol25
Level of theory: ωB97M-V/def2-TZVPD

Calculated values
energy relative to the best compared isomer or geometry (same formula, charge and spin) = 0.000 eV
LUMO level (spin up / spin down) = -0.166 / -0.167 eV
strongest force on any atom = 8.44 eV/A
HOMO energy (spin up / spin down) = -6.1 / -6.1 eV
M = 312.816 g/mol

XYZ file:
```
49
C17H28MgN2Si ωB97M-V/def2-TZVPD
C -1.755 -0.142 -1.806
C 1.323 -0.216 -2.386
C -1.712 0.804 -2.823
H -2.568 -0.202 -1.071
C 1.285 1.083 -1.878
H 2.312 -0.693 -2.424
H -1.560 0.286 -3.798
H 2.211 1.391 -1.363
C -0.870 2.087 -2.992
H -1.528 2.960 -2.862
H -0.537 2.120 -4.046
C -1.031 -1.401 -2.192
H -1.661 -2.075 -2.813
H -0.729 -2.003 -1.310
C 0.260 -1.060 -3.065
H -0.061 -0.605 -4.021
H 0.720 -2.029 -3.347
C 0.380 2.280 -2.142
H 0.986 3.039 -2.670
H 0.133 2.754 -1.176
Mg 0.303 -0.114 -0.772
H -2.834 0.936 -2.944
C 0.750 -3.978 -0.520
C 0.563 -3.105 0.695
C 0.418 -3.664 1.966
C 0.269 -2.844 3.081
C 0.259 -1.471 2.913
C 0.346 -0.940 1.600
N 0.515 -1.785 0.521
N 0.260 0.357 1.268
Si 0.094 1.724 2.318
C -1.491 1.607 3.302
C 1.578 1.861 3.450
C 0.023 3.256 1.248
H -0.213 -4.224 -0.994
H 1.401 -3.506 -1.268
H 1.206 -4.928 -0.215
H 0.430 -4.753 2.038
H 0.158 -3.264 4.081
H 0.149 -0.767 3.741
H -1.636 0.616 3.753
H -1.470 2.358 4.104
H -2.352 1.814 2.651
H 2.463 2.164 2.873
H 1.380 2.625 4.214
H 1.810 0.913 3.955
H 0.931 3.355 0.640
H -0.855 3.237 0.588
H -0.053 4.141 1.897
```

Results of the Mulliken charge analysis, in e, for atoms 1 through 4: C -0.2521; C -0.0762; C -1.1761; H 0.5459

(6)
Formula: C4H12O4
Source: OMol25
Level of theory: ωB97M-V/def2-TZVPD

Calculated values
energy relative to the best compared isomer or geometry (same formula, charge and spin) = 4.144 eV
LUMO level = -2.391 eV
strongest force on any atom = 3.92 eV/A
HOMO energy = -9.3 eV
M = 124.136 g/mol

XYZ file:
```
20
C4H12O4 ωB97M-V/def2-TZVPD
C -1.617 -0.760 -2.239
C -1.988 0.038 -1.053
C -1.344 -0.179 0.147
C -0.169 -0.879 0.468
O 0.189 -1.077 1.699
H -0.766 -1.373 -1.958
H -1.373 -0.144 -3.111
H -2.992 0.471 -0.955
H -1.819 0.248 1.025
H 0.461 -1.371 -0.253
H 0.720 -0.244 2.195
H -0.081 0.981 -1.539
H -2.429 -1.441 -2.513
O 0.815 1.292 -1.380
H 1.931 0.760 3.588
H 2.152 0.542 1.823
O 1.821 -0.017 3.028
H 3.129 1.391 0.811
H 1.108 0.758 -0.624
O 2.252 1.003 0.841
```

Results of the Mulliken charge analysis, in e, for atoms 1 through 4: C -0.9562; C -0.3955; C 0.1854; C -0.3128

(7)
Formula: C36H45InN3P2
Source: OMol25
Level of theory: ωB97M-V/def2-TZVPD

Calculated values
energy relative to the best compared isomer or geometry (same formula, charge and spin) = 0.707 eV
LUMO level = -2.465 eV
strongest force on any atom = 0.52 eV/A
charge = +1
HOMO energy = -9.8 eV
M = 696.543 g/mol

XYZ file:
```
87
C36H45InN3P2 ωB97M-V/def2-TZVPD
In 0.186 0.448 -0.878
C 4.580 2.848 0.289
C 3.625 2.287 -0.762
C 2.609 3.353 -1.175
P 2.699 0.748 -0.256
C 3.720 -0.717 -0.768
C 3.236 -1.953 -0.008
C 5.224 -0.512 -0.602
C 2.460 0.690 1.530
C 3.559 0.860 2.384
C 3.412 0.919 3.751
C 2.126 0.864 4.286
C 1.036 0.664 3.469
C 1.166 0.487 2.076
N 0.078 0.201 1.273
C -0.965 -0.631 1.665
C -0.841 -1.611 2.668
C -1.888 -2.441 3.014
C -3.107 -2.364 2.349
C -3.239 -1.460 1.315
C -2.199 -0.596 0.963
P -2.350 0.520 -0.445
C -3.284 2.008 0.150
C -2.458 2.611 1.293
C -4.708 1.706 0.611
C -3.178 -0.363 -1.851
C -2.740 0.322 -3.152
C -4.696 -0.533 -1.847
H 4.987 3.790 -0.081
H 5.422 2.185 0.487
H 4.061 3.047 1.226
H 4.196 1.987 -1.644
H 1.921 3.556 -0.351
H 2.033 3.040 -2.044
H 3.124 4.283 -1.423
H 3.492 -0.839 -1.832
H 3.503 -1.884 1.047
H 3.706 -2.846 -0.423
H 2.155 -2.074 -0.088
H 5.505 -0.488 0.451
H 5.581 0.398 -1.084
H 5.746 -1.353 -1.060
H 4.548 0.953 1.958
H 4.273 1.035 4.395
H 1.978 0.975 5.352
H 0.043 0.635 3.897
H 0.109 -1.734 3.166
H -1.745 -3.170 3.801
H -3.927 -3.013 2.625
H -4.160 -1.437 0.749
H -3.315 2.700 -0.697
H -2.448 1.929 2.144
H -2.892 3.555 1.628
H -1.422 2.787 0.997
H -4.718 0.905 1.352
H -5.353 1.425 -0.218
H -5.132 2.597 1.078
H -2.706 -1.348 -1.796
H -3.093 1.356 -3.188
H -3.161 -0.206 -4.009
H -1.656 0.323 -3.263
H -5.203 0.412 -2.047
H -5.082 -0.947 -0.918
H -4.966 -1.221 -2.649
C -0.186 6.105 -0.706
C -1.321 5.236 -1.275
C -0.852 3.887 -1.528
N -0.444 2.835 -1.734
H -0.531 7.129 -0.587
H 0.671 6.105 -1.378
H 0.133 5.728 0.264
H -1.688 5.647 -2.217
H -2.158 5.202 -0.576
N -0.382 -9.492 -1.023
C -0.352 -8.348 -1.122
C -0.303 -6.923 -1.248
C -0.475 -6.115 -0.124
C -0.406 -4.741 -0.249
C -0.159 -4.159 -1.496
C -0.002 -4.972 -2.620
C -0.072 -6.346 -2.497
C -0.047 -2.738 -1.590
C 0.084 -1.535 -1.677
H -0.661 -6.570 0.839
H -0.543 -4.103 0.615
H 0.178 -4.518 -3.585
H 0.054 -6.982 -3.363
```

Results of the Mulliken charge analysis, in e, for atoms 1 through 4: In 1.9525; C -1.7018; C 0.6761; C -1.7226